Computed, not measured: C38H63MgN6O5 as an isolated structure in a non-equilibrium geometry, with wB97M-V/def2-TZVPD.

Summary:
Gap between HOMO and LUMO (alpha / beta) = 5.81 / 5.83 eV
DFT total energy = -65053.11551 eV
Net charge = +1

Positions of all 113 atoms, in Å:
1 Mg 0.12 -0.45 -1.45
2 C -3.27 2.03 4.27
3 C -2.96 0.55 4.44
4 C -4.28 -0.23 4.53
5 C -2.18 0.38 5.76
6 C -2.14 -0.01 3.29
7 C -1.80 0.73 2.19
8 C -1.06 0.16 1.13
9 N -0.65 0.78 0.02
10 C -0.57 2.07 -0.27
11 C -0.69 3.18 0.60
12 C -0.68 4.46 0.11
13 C -0.48 4.64 -1.29
14 C -0.25 3.64 -2.19
15 C -0.26 2.28 -1.70
16 O -0.06 1.26 -2.41
17 C -0.03 3.93 -3.68
18 C 0.06 5.43 -3.96
19 C -1.23 3.36 -4.45
20 C 1.28 3.29 -4.17
21 C -0.87 5.64 1.06
22 C -2.14 5.42 1.90
23 C 0.36 5.72 1.98
24 C -1.03 6.97 0.32
25 C -0.73 -1.27 1.12
26 O -0.14 -1.74 0.10
27 C -1.09 -2.03 2.30
28 C -1.73 -1.37 3.31
29 C -0.83 -3.53 2.51
30 C -2.19 -4.25 2.64
31 C 0.00 -3.72 3.79
32 C -0.06 -4.22 1.38
33 H -3.86 2.38 5.12
34 H -3.86 2.22 3.37
35 H -2.36 2.63 4.23
36 H -4.89 0.15 5.35
37 H -4.11 -1.30 4.69
38 H -4.84 -0.12 3.60
39 H -2.75 0.81 6.58
40 H -1.22 0.90 5.71
41 H -1.99 -0.67 6.00
42 H -2.16 1.74 2.08
43 H -0.74 3.01 1.66
44 H -0.48 5.66 -1.66
45 H -0.84 5.97 -3.68
46 H 0.20 5.58 -5.04
47 H 0.92 5.88 -3.45
48 H -2.13 3.95 -4.24
49 H -1.42 2.33 -4.16
50 H -1.04 3.39 -5.53
51 H 2.12 3.66 -3.58
52 H 1.45 3.55 -5.22
53 H 1.25 2.21 -4.08
54 H -2.07 4.52 2.52
55 H -3.00 5.31 1.24
56 H -2.31 6.27 2.56
57 H 0.48 4.80 2.56
58 H 0.26 6.55 2.69
59 H 1.26 5.88 1.39
60 H -1.83 6.91 -0.42
61 H -0.11 7.27 -0.18
62 H -1.30 7.75 1.03
63 H -2.00 -1.94 4.20
64 H -2.75 -3.89 3.51
65 H -2.03 -5.33 2.76
66 H -2.79 -4.09 1.75
67 H -0.53 -3.35 4.67
68 H 0.94 -3.18 3.71
69 H 0.21 -4.78 3.95
70 H -0.55 -4.08 0.41
71 H -0.02 -5.29 1.60
72 H 0.95 -3.82 1.32
73 N 2.09 0.00 -0.51
74 C 2.67 -1.35 -0.62
75 C 4.17 -1.39 -0.18
76 C 5.26 -1.99 -1.09
77 C 5.50 -3.52 -1.07
78 N 5.29 -4.18 0.22
79 C 4.26 -4.94 0.56
80 N 3.23 -5.12 -0.24
81 N 4.28 -5.53 1.78
82 C 2.26 -1.85 -2.03
83 O 2.66 -2.97 -2.43
84 O 1.48 -1.11 -2.68
85 H 2.55 0.61 -1.18
86 H 2.25 0.38 0.42
87 H 2.09 -1.99 0.05
88 H 4.25 -1.85 0.80
89 H 4.45 -0.34 -0.05
90 H 6.20 -1.52 -0.78
91 H 5.06 -1.68 -2.12
92 H 6.55 -3.68 -1.32
93 H 4.90 -4.01 -1.83
94 H 6.01 -4.04 0.91
95 H 3.06 -4.49 -1.09
96 H 2.46 -5.68 0.09
97 H 5.14 -5.59 2.30
98 H 3.55 -6.17 2.03
99 C -1.52 -3.47 -5.27
100 N -1.34 -2.98 -3.91
101 C -0.91 -3.95 -2.91
102 C -1.40 -1.68 -3.58
103 C -1.61 -0.64 -4.63
104 O -1.28 -1.33 -2.39
105 H -1.66 -4.55 -5.23
106 H -0.66 -3.26 -5.90
107 H -2.41 -3.04 -5.73
108 H -1.48 -4.87 -3.02
109 H -1.09 -3.53 -1.92
110 H 0.15 -4.15 -3.03
111 H -1.68 -1.03 -5.64
112 H -0.75 0.03 -4.56
113 H -2.50 -0.06 -4.39

Computed, not measured: a 2-piece molecular cluster, ClFH2 overall in a non-equilibrium geometry, with wB97M-V/def2-TZVPD.

Summary:
SMILES = Cl.F
Gap between HOMO and LUMO = 11.74 eV
Energy relative to the best compared isomer or geometry (same formula, charge and spin) = 21.4 kcal/mol
DFT total energy = -15271.65706 eV

Positions of all 4 atoms, in Å:
1 H -2.00 -0.57 0.41
2 H 2.18 0.77 0.14
3 F -1.42 -0.01 -0.30
4 Cl 1.24 -0.19 -0.25

Computed, not measured: a 2-piece molecular cluster, C4H12 overall in a non-equilibrium geometry, with wB97M-V/def2-TZVPD.

Summary:
SMILES = CC.CC
Gap between HOMO and LUMO = 12.45 eV
Energy relative to the best compared isomer or geometry (same formula, charge and spin) = 17.1 kcal/mol
DFT total energy = -4341.78589 eV

Positions of all 16 atoms, in Å:
1 C -0.40 0.72 1.82
2 C 1.04 0.37 1.55
3 H -1.08 -0.06 1.47
4 H -0.71 0.79 2.86
5 H -0.72 1.61 1.29
6 H 1.26 -0.27 0.70
7 H 1.67 0.04 2.38
8 H 1.52 1.33 1.30
9 C -0.73 -1.13 -1.25
10 C -0.01 0.02 -2.04
11 H 0.15 -1.47 -0.68
12 H -1.49 -0.74 -0.60
13 H -0.92 -2.04 -1.81
14 H -0.50 0.99 -1.99
15 H -0.13 -0.25 -3.11
16 H 1.06 0.11 -1.90

Computed, not measured: C20H37N3OPTc as an isolated structure in a non-equilibrium geometry, with wB97M-V/def2-TZVPD.

Summary:
Gap between HOMO and LUMO (alpha / beta) = 7.87 / 7.09 eV
2S+1 = 4
Energy relative to the best compared isomer or geometry (same formula, charge and spin) = 0.0 kcal/mol
DFT total energy = -39338.13960 eV
Net charge = +1

Positions of all 63 atoms, in Å:
1 C 1.42 4.76 -0.32
2 C 1.49 4.80 -1.79
3 C 0.49 5.74 0.32
4 C 2.71 4.54 0.38
5 H 0.90 6.76 0.23
6 H 0.37 5.55 1.39
7 H -0.48 5.74 -0.17
8 H 1.95 5.75 -2.11
9 H 0.49 4.76 -2.25
10 H 2.11 3.99 -2.19
11 H 3.32 5.45 0.37
12 H 3.29 3.75 -0.11
13 H 2.56 4.27 1.43
14 C -2.35 0.63 -0.95
15 C -2.13 1.74 -0.04
16 C -1.13 2.61 -0.64
17 H -2.76 1.99 0.81
18 C -0.65 1.94 -1.83
19 C -1.45 0.77 -2.04
20 H -1.41 0.14 -2.92
21 H -3.14 -0.10 -0.84
22 H -0.93 3.64 -0.37
23 H 0.11 2.35 -2.50
24 C 1.31 0.33 1.85
25 C -0.04 0.29 2.34
26 C -0.59 1.62 2.22
27 H -0.54 -0.57 2.75
28 C 0.42 2.45 1.65
29 C 1.60 1.66 1.42
30 H 2.53 2.03 1.03
31 H 2.03 -0.48 1.81
32 H -1.57 1.94 2.54
33 H 0.36 3.53 1.50
34 Tc -0.16 1.00 0.23
35 C 1.37 -3.97 1.69
36 N 1.19 -3.26 0.42
37 C 2.44 -2.86 -0.23
38 P -0.24 -2.64 -0.10
39 O -0.12 -1.16 -0.32
40 N -0.66 -3.41 -1.53
41 C -2.05 -3.30 -1.99
42 C 0.30 -3.42 -2.63
43 N -1.38 -3.10 1.02
44 C -1.71 -4.52 1.18
45 C -2.49 -2.22 1.37
46 H 2.36 -3.71 2.09
47 H 1.33 -5.06 1.54
48 H 0.61 -3.67 2.41
49 H 2.82 -3.67 -0.87
50 H 2.30 -1.96 -0.84
51 H 3.19 -2.64 0.54
52 H -2.36 -2.26 -2.18
53 H -2.12 -3.86 -2.92
54 H -2.73 -3.75 -1.25
55 H 0.61 -2.40 -2.94
56 H 1.20 -4.00 -2.37
57 H -0.19 -3.90 -3.48
58 H -2.17 -4.64 2.17
59 H -2.44 -4.86 0.42
60 H -0.82 -5.16 1.13
61 H -2.91 -2.57 2.33
62 H -2.16 -1.18 1.50
63 H -3.30 -2.24 0.62